[1]
14
Properties=species:S:1:pos:R:3:forces:R:3:lowdin_charge:R:1 method="wB97M-V/def2-TZVPD" molar_mass_g_mol=71.12 gap_ev=8.530 total_charge=0 fmax_ev_per_a=0.35 e_above_lowest_kcal_mol=101.3 multiplicity=1
C 0.900496 0.735047 1.312414 0.0 0.0 0.0 -0.066
C -0.023178 -0.425743 1.011360 0.3 0.0 0.2 -0.287
C -1.333058 -0.216385 0.353785 -0.1 -0.2 -0.1 -0.072
N -0.342218 -0.700125 -0.386528 0.0 0.0 -0.1 -0.213
C 0.223568 -1.072176 -1.488575 -0.1 0.0 0.1 0.008
H 0.652999 1.172986 2.284899 0.0 -0.1 -0.1 0.076
H 1.948314 0.414337 1.340884 -0.1 0.1 0.0 0.071
H 0.784067 1.511906 0.550570 0.0 -0.1 0.1 0.067
H 0.193575 -1.341458 1.575990 0.0 0.1 -0.1 0.129
H -1.015820 1.477958 -1.271499 0.0 0.1 -0.1 0.024
H -2.333797 -0.608466 0.466160 0.1 0.0 0.0 0.088
H -0.386628 -1.227443 -2.369993 0.1 0.0 0.1 0.065
H -0.566253 1.481994 -1.874507 -0.1 0.1 0.0 0.043
H 1.297933 -1.202431 -1.504960 -0.2 0.0 0.0 0.068

=====

[2]
14
Properties=species:S:1:pos:R:3:forces:R:3:lowdin_charge:R:1 method="wB97M-V/def2-TZVPD" molar_mass_g_mol=71.12 smiles="C=CCNC" gap_ev=9.481 total_charge=0 fmax_ev_per_a=3.60 e_above_lowest_kcal_mol=45.9 multiplicity=1
C -2.156147 0.001310 1.541943 0.7 3.2 -1.5 -0.019
C -1.260199 0.441585 0.630491 1.6 0.6 0.7 -0.160
C -0.042127 -0.439385 0.200852 -1.6 -1.6 -1.2 -0.295
N 0.955976 0.417101 -0.364926 -1.0 0.3 1.6 -0.203
C 1.738252 -0.039247 -1.493884 -0.1 0.1 1.4 -0.133
H -2.841362 0.676372 2.079174 0.2 -0.6 -0.6 0.057
H -2.170720 -1.022297 1.701636 -0.1 -1.8 0.8 0.025
H -0.993453 1.518878 0.244332 -1.4 -1.9 1.1 0.123
H 0.253241 -1.171695 1.056124 -0.2 1.3 -1.2 0.129
H -0.369291 -1.112341 -0.675426 0.3 0.6 1.2 0.125
H 1.070808 1.233653 0.256702 1.0 -0.7 -1.4 0.118
H 1.096340 -0.160195 -2.391506 0.6 0.4 0.2 0.082
H 2.552526 0.680341 -1.543769 0.1 -0.1 -0.9 0.076
H 2.166158 -1.024081 -1.241744 0.1 0.2 -0.3 0.074